[1]
# C8H14FN2

A gas-phase ion, C8H14FN2 (charge +1) (wB97M-V/def2-TZVPD, the OMol25 dataset).

Each line ends with the Löwdin charge.
Cartesian coordinates (Å):
C 1.64247 -1.47295 -0.80010  -0.07
C 1.95180 -0.02500 -0.63008  -0.06
C 0.55442 -2.08818 -0.35250  -0.02
C 2.87441 0.37503 0.28001  -0.05
C -0.63958 -1.44154 0.38313  -0.24
C -1.03358 -0.05689 -0.20567  -0.18
C -1.71062 2.31063 -0.09889  -0.07
C -0.99127 1.15190 0.58798  -0.17
N -1.39056 -0.01205 -1.43677  0.28
N -0.32139 -1.12818 1.77108  0.07
F 3.21199 1.70290 0.21029  0.00
H 2.21151 -2.15095 -1.34136  0.10
H 1.57700 0.53090 -1.42102  0.10
H 0.49083 -3.07530 -0.54317  0.08
H -1.45414 -2.06362 0.37596  0.13
H -1.60553 3.34013 0.45711  0.13
H -2.86497 2.20259 -0.08868  0.12
H -1.37427 2.43306 -1.09845  0.04
H -1.52640 0.80712 1.41505  0.12
H -0.06184 1.45355 0.92320  0.11
H -1.31539 0.90440 -1.88699  0.14
H -1.56808 -0.80081 -2.01340  0.15
H -0.69795 -1.74437 2.45771  0.09
H 3.37100 -0.01118 1.12057  0.12
H 0.67014 -1.14119 1.93500  0.09

Cartesian forces (eV/Å) of the 3 atoms listed first:
-1.8 0.8 1.5
2.3 -2.6 2.2
-0.9 3.5 0.4

Summary:
E   -522.26542 hartree
Multiplicity   1
Maximum force   4.26 eV Å⁻¹
Relative energy (zero: lowest compared OMol25 entry of this formula, charge and spin)   1.746 eV
Kohn-Sham gap   9.2314 eV
SMILES   CCC(=[NH2+])[C@H](N)/C=C\C=C\F
Molar mass   157.212 u
HOMO   -13.396 eV
Charge   +1

---

[2]
# C28H29F4N6Ti

A molecular structure, C28H29F4N6Ti (wB97M-V/def2-TZVPD, the OMol25 dataset).

Each line ends with the Löwdin spin population.
Cartesian coordinates (Å):
Ti -15.05090 5.75790 -2.92661  0.95
C -13.37217 6.49620 -5.49132  0.00
N -13.14011 5.59185 -4.29312  0.00
C -12.01661 6.17609 -3.52769  0.00
C -12.45700 7.36694 -2.66494  0.00
C -11.42931 8.24113 -2.20745  0.00
C -11.78930 9.33446 -1.43124  0.00
C -13.12846 9.57256 -1.20768  0.00
C -14.08095 8.72458 -1.78883  0.00
N -13.76291 7.59565 -2.43817  0.00
C -12.78487 4.19824 -4.73184  0.00
C -14.06119 3.35782 -4.69281  0.01
C -14.12477 2.11716 -5.33698  0.00
C -15.14206 1.24924 -5.06907  0.01
C -16.00855 1.58583 -3.99185  0.00
C -15.93791 2.87321 -3.44441  0.01
N -14.95343 3.69524 -3.72112  0.00
C -14.78481 6.44844 -5.96522  0.01
C -15.22520 7.11574 -7.12909  0.00
C -16.56925 6.91711 -7.53568  0.01
C -17.41737 6.14273 -6.67684  0.00
C -16.96768 5.73120 -5.43387  0.01
N -15.67110 5.95299 -5.00096  0.00
H -12.66407 6.28235 -6.25748  0.00
H -13.12561 7.49239 -5.13608  0.00
H -11.26491 6.58515 -4.21274  0.00
H -11.56920 5.38427 -2.93830  0.00
H -10.47726 8.09017 -2.70848  0.00
H -11.02410 9.94503 -0.99897  0.00
H -13.47132 10.46071 -0.61354  0.00
H -15.13717 8.95208 -1.72232  0.00
H -12.10389 3.77749 -3.96513  0.00
H -12.25977 4.15120 -5.68719  0.00
H -13.45884 1.90296 -6.18612  0.00
H -15.30820 0.30285 -5.60424  0.00
H -16.74455 0.89580 -3.58982  0.00
H -16.77843 3.27325 -2.83501  0.00
H -14.55057 7.81580 -7.55030  0.00
H -16.89481 7.26605 -8.49702  0.00
H -18.43172 5.91245 -6.90038  0.00
H -17.60578 5.30010 -4.71058  0.00
C -13.80395 3.92529 -0.48067  0.00
N -14.69581 5.09467 -0.64432  0.00
C -14.22555 6.19309 0.28770  0.00
C -16.11962 4.77664 -0.28382  0.00
C -17.00699 5.94263 -0.74594  0.00
N -16.69081 6.37937 -2.10349  -0.02
C -17.63495 7.17028 -2.80015  0.00
C -17.23315 8.31515 -3.47658  0.00
F -15.86993 8.49648 -3.71497  0.01
C -18.09506 9.37575 -3.74080  0.00
F -17.58455 10.43347 -4.42481  0.00
C -19.44972 9.22985 -3.54778  0.00
C -19.94115 7.97155 -3.10297  0.00
F -21.30332 7.77297 -2.83606  0.00
C -19.04861 6.94165 -2.85765  0.00
F -19.49041 5.61726 -2.55358  0.00
H -13.77220 3.51532 0.55946  0.00
H -14.20477 3.19536 -1.19767  0.00
H -12.78629 4.15444 -0.70934  0.00
H -14.38164 5.78175 1.30168  0.00
H -13.10832 6.36250 0.16780  0.00
H -14.81004 7.10862 0.21848  0.00
H -16.41485 3.82673 -0.75873  0.00
H -16.17649 4.60138 0.78143  0.00
H -18.06052 5.77264 -0.64989  0.00
H -16.77657 6.81367 -0.12824  0.00
H -20.11109 10.05222 -3.70713  0.00

Cartesian forces (eV/Å) of the 3 atoms listed first:
1.1 0.1 0.4
-0.2 0.0 1.5
0.6 0.4 -0.7

Summary:
E   -2661.35539 hartree
Multiplicity   2
Maximum force   3.30 eV Å⁻¹
Relative energy (zero: lowest compared OMol25 entry of this formula, charge and spin)   1.229 eV
Kohn-Sham gap (spin up / spin down)   8.0238 / 8.0188 eV
Molar mass   573.441 u
HOMO (spin up / spin down)   -13.925 / -13.938 eV
Charge   +2

---

[3]
# C3H9N2O2

2 unconnected molecules or ions with the total composition C3H9N2O2 (wB97M-V/def2-TZVPD, the OMol25 dataset).

Each line ends with the Löwdin charge.
Cartesian coordinates (Å):
C -0.86728 2.52664 0.67927  -0.05
C 1.00562 -2.19223 -0.69738  0.08
C -0.79665 1.82563 -0.44044  -0.11
N 0.03785 -1.34763 -0.07397  -0.19
N 0.24303 -0.32455 0.59890  0.09
O -1.22559 -1.72121 -0.24995  0.14
O 1.52012 -0.00109 0.76341  0.10
H -1.74857 2.53047 1.29801  0.06
H -1.85202 -1.14217 0.23146  0.17
H -0.05198 3.14547 1.01637  0.06
H 1.87062 -1.59997 -0.99546  0.12
H 0.54704 -2.68662 -1.55277  0.13
H 1.33723 -2.95574 0.01209  0.13
H 0.06477 1.87596 -1.08841  0.06
H -1.63526 1.25993 -0.81244  0.05
H 1.55107 0.80709 1.31130  0.16

Cartesian forces (eV/Å) of the 3 atoms listed first:
0.0 0.0 -0.1
1.0 -1.0 -0.7
-0.1 0.6 -0.1

Summary:
E   -379.25080 hartree
Multiplicity   1
Maximum force   2.01 eV Å⁻¹
Relative energy (zero: lowest compared OMol25 entry of this formula, charge and spin)   6.912 eV
Kohn-Sham gap   8.6959 eV
Molar mass   105.117 u
HOMO   -13.918 eV
Charge   +1

---

[4]
# C28H38I2N4O3Ti

A molecular structure, C28H38I2N4O3Ti (wB97M-V/def2-TZVPD, the OMol25 dataset).

Each line ends with the Löwdin charge.
Cartesian coordinates (Å):
Ti -0.57294 -0.14112 0.77480  0.93
N 3.68486 0.70832 -2.79909  0.22
C 3.64539 -0.59887 -2.00123  -0.26
C 2.18108 -0.86270 -1.74362  -0.14
C 1.96192 -2.08610 -0.85080  -0.32
N 0.64995 -1.92597 -0.21611  0.02
C 3.09898 -2.28683 0.15794  -0.09
C 3.85646 -1.01223 0.50221  -0.37
N 2.94124 -0.00101 1.00325  0.08
C 4.53416 -0.45133 -0.75936  -0.10
H 3.13134 0.61768 -3.65378  0.17
H 4.63358 0.99738 -3.03907  0.17
H 3.25339 1.45895 -2.24304  0.14
H 4.06553 -1.33143 -2.69525  0.16
H 1.64355 -0.97700 -2.69060  0.13
H 1.74399 -0.00490 -1.23610  0.07
H 1.94561 -2.97845 -1.49362  0.15
H 0.53178 -2.61107 0.53600  0.06
H -0.10795 -2.06004 -0.88075  0.07
H 3.82473 -2.98494 -0.27382  0.13
H 2.70006 -2.76232 1.05381  0.11
H 4.64750 -1.27738 1.21597  0.14
H 3.43473 0.74466 1.48051  0.09
H 2.25474 -0.38066 1.65546  0.06
H 5.48411 -0.95885 -0.94369  0.12
H 4.77562 0.60193 -0.58426  0.11
I -3.42528 2.60429 3.79201  0.95
C -1.79432 3.39926 2.81122  -0.65
C -1.49115 4.77024 2.99142  -0.23
C -0.43939 5.37004 2.36114  -0.69
I -0.10612 7.39699 2.65443  0.91
C 0.41091 4.59171 1.52205  -0.21
C 1.54219 5.08707 0.83013  -0.05
C 2.31106 4.24383 0.08368  -0.05
C 1.96041 2.87376 0.04542  -0.16
N 0.92074 2.38797 0.65766  0.13
C 0.12111 3.22397 1.36548  -0.13
C -1.04226 2.61042 1.96713  -0.40
O -1.30444 1.37344 1.70920  -0.21
H -2.13120 5.35142 3.64159  0.07
H 1.79023 6.13677 0.91395  0.06
H 3.18356 4.60024 -0.45004  0.10
H 2.59522 2.14950 -0.46506  0.06
C 0.15125 -1.98156 4.51246  0.01
C 0.47758 -2.00834 3.03572  -0.66
O 0.72206 -3.06631 2.45365  0.00
O 0.42144 -0.85372 2.45876  -0.18
H 0.01532 -2.98948 4.89782  0.08
H -0.74095 -1.37918 4.67801  0.08
H 0.96788 -1.49590 5.04915  0.08
C -4.30526 -2.28256 0.70700  -0.05
C -3.40530 -1.23890 0.02261  -0.57
C -4.00575 0.14153 0.28402  -0.07
C -2.00082 -1.31385 0.58802  -0.19
C -3.32987 -1.56189 -1.47299  -0.18
C -2.72849 -2.75865 -1.87956  -0.06
C -2.59612 -3.08763 -3.21537  -0.10
C -3.06188 -2.22043 -4.20053  -0.11
C -3.65823 -1.03362 -3.81649  -0.09
C -3.79105 -0.71053 -2.46843  -0.04
H -4.32558 -2.09190 1.78121  0.09
H -3.92681 -3.29497 0.55737  0.07
H -5.32742 -2.24538 0.32161  0.09
H -4.00551 0.33391 1.35665  0.06
H -3.41758 0.93971 -0.17436  0.07
H -5.03017 0.21695 -0.08921  0.08
H -1.68618 -2.33009 0.87870  0.06
H -2.34977 -3.43563 -1.12247  0.11
H -2.13517 -4.02743 -3.49593  0.09
H -2.96362 -2.47271 -5.24808  0.09
H -4.02439 -0.34238 -4.56554  0.10
H -4.24838 0.23051 -2.19938  0.10
C -0.63440 0.56552 -1.29934  -0.22
H 0.22958 1.15106 -1.64157  -0.05
H -1.48714 1.25625 -1.36351  -0.01
H -0.84397 -0.21905 -2.03717  -0.01

Cartesian forces (eV/Å) of the 3 atoms listed first:
0.2 -1.2 0.1
-0.1 0.2 0.1
0.1 0.2 -0.3

Summary:
E   -2979.33730 hartree
Multiplicity   1
Maximum force   1.20 eV Å⁻¹
Relative energy (zero: lowest compared OMol25 entry of this formula, charge and spin)   2.548 eV
Kohn-Sham gap   4.7407 eV
Molar mass   780.312 u
HOMO   -5.950 eV

---

[5]
# C4H13N2O2

2 unconnected molecules or ions with the total composition C4H13N2O2 (wB97M-V/def2-TZVPD, the OMol25 dataset).

Each line ends with the Löwdin charge.
Cartesian coordinates (Å):
N -1.53041 -0.21999 1.67698  0.18
C -0.51602 -0.17513 0.61122  -0.07
C -1.06152 0.84525 -0.41884  -0.49
N -0.54489 0.75164 -1.63908  0.08
C 0.82476 0.28351 -1.97881  -0.21
C 1.93077 1.25745 -1.60887  -0.07
O -1.89899 1.63513 -0.01942  0.08
H -1.70774 0.72865 2.01127  0.17
H -1.24511 -0.76381 2.50485  0.14
H -2.42715 -0.60062 1.36942  0.18
H 0.38428 0.30259 1.00796  0.15
H -0.30370 -1.13235 0.18912  0.12
H -0.91104 1.39707 -2.32752  0.16
H 0.99878 -0.67597 -1.51835  0.10
H 0.75992 0.16859 -3.04768  0.12
H 1.69925 2.25747 -1.96001  0.08
H 2.82048 0.85842 -2.08707  0.09
H 2.10721 1.39002 -0.54221  0.07
H -0.32103 -3.31992 2.45466  0.08
H 0.94642 -2.57244 2.69830  0.07
O -0.00425 -2.41558 2.62406  -0.05

Cartesian forces (eV/Å) of the 3 atoms listed first:
-0.1 -0.3 1.3
0.1 1.5 -0.5
0.1 -0.2 0.8

Summary:
E   -419.98121 hartree
Multiplicity   1
Maximum force   1.60 eV Å⁻¹
Relative energy (zero: lowest compared OMol25 entry of this formula, charge and spin)   1.203 eV
Kohn-Sham gap   10.5545 eV
Molar mass   121.160 u
HOMO   -13.788 eV
Charge   +1

---

[6]
# C2H9N2S

2 unconnected molecules or ions with the total composition C2H9N2S (wB97M-V/def2-TZVPD, the OMol25 dataset).

Each line ends with the Löwdin charge.
Cartesian coordinates (Å):
C 2.43140 -0.23242 0.43172  -0.43
C -1.80395 -0.17484 -0.49173  -0.33
N -2.31110 -1.27423 -0.07880  0.17
N -1.65847 0.92462 0.22947  0.11
S 1.04913 0.38922 -0.55100  0.68
H 1.85957 -0.79031 1.26531  0.06
H 2.91649 0.68174 0.79410  0.04
H 2.86447 -0.92817 -0.29732  0.03
H -1.53292 -0.19411 -1.58164  0.16
H -2.65597 -1.24069 0.93030  0.18
H -2.85259 -1.83756 -0.77619  0.17
H -1.89770 1.12512 1.22573  0.17
H 1.85908 1.00513 -1.50454  -0.07
H -1.00789 1.59088 -0.15305  0.05

Cartesian forces (eV/Å) of the 3 atoms listed first:
-2.1 -0.7 0.7
0.5 2.0 -1.5
-2.7 -1.6 2.2

Summary:
E   -589.02531 hartree
Multiplicity   1
Maximum force   3.84 eV Å⁻¹
Relative energy (zero: lowest compared OMol25 entry of this formula, charge and spin)   1.212 eV
Kohn-Sham gap   9.3651 eV
Molar mass   93.175 u
HOMO   -12.893 eV
Charge   +1

---

[7]
# C17H28IO12PS

A molecular structure, C17H28IO12PS (wB97M-V/def2-TZVPD, the OMol25 dataset).

Each line ends with the Löwdin charge.
Cartesian coordinates (Å):
C -4.11676 1.35325 -4.12154  -0.25
P -3.43083 -0.25078 -4.63567  0.80
O -3.71052 -0.21746 -6.26167  -0.31
O -1.84213 0.31273 -4.68194  -0.58
S -0.73736 -0.53175 -5.49428  0.64
O 0.19013 0.45866 -5.96914  -0.39
O -0.02716 -1.19276 -4.16240  -1.00
I 0.68069 -2.97657 -4.69505  0.95
H -3.42507 1.87994 -3.46938  0.04
H -4.34703 1.97552 -4.98173  0.05
H -5.02875 1.15992 -3.55591  0.03
H -4.65776 -0.21627 -6.45004  0.06
O -2.31805 -2.29605 0.13623  0.11
C -1.30476 -1.65686 0.10408  -0.48
O -0.81735 -1.04866 1.21091  0.02
C 0.35455 -0.26948 0.87942  -0.16
C 0.88546 -0.88204 -0.40189  -0.15
C -0.39755 -1.36596 -1.07593  -0.08
H 0.05554 0.77156 0.74309  0.12
H 1.05478 -0.32809 1.70862  0.12
H 1.45847 -0.17586 -0.99153  0.09
H 1.52527 -1.73695 -0.17272  0.12
H -0.85811 -0.58404 -1.68041  0.12
H -0.25214 -2.25442 -1.68383  0.09
O -0.95568 -7.55811 3.99874  0.12
C -1.14125 -6.59578 3.31530  -0.49
O -0.24403 -5.58239 3.24258  0.02
C -0.75739 -4.51145 2.42760  -0.16
C -1.81167 -5.15540 1.53715  -0.16
C -2.33824 -6.26994 2.43783  -0.07
H -1.18248 -3.74899 3.08310  0.13
H 0.07563 -4.07521 1.88133  0.12
H -2.55927 -4.44544 1.19805  0.10
H -1.33579 -5.59144 0.65699  0.12
H -3.14612 -5.93020 3.08877  0.13
H -2.66510 -7.15933 1.90650  0.12
O 2.66206 1.55894 -0.17226  0.12
C 3.39013 2.36496 -0.67533  -0.47
O 4.42504 2.91310 -0.00365  0.03
C 5.06664 3.92219 -0.80535  -0.15
C 4.70261 3.57795 -2.24679  -0.15
C 3.32174 2.94809 -2.07365  -0.07
H 4.67632 4.89541 -0.50137  0.13
H 6.13280 3.88831 -0.59795  0.12
H 4.72310 4.44255 -2.90579  0.12
H 5.40035 2.83644 -2.63724  0.12
H 2.52013 3.68883 -2.08626  0.14
H 3.08996 2.16979 -2.79553  0.13
O -0.69805 3.64634 1.54127  0.12
C -0.39970 3.50005 2.68858  -0.49
O -0.31142 4.54393 3.54937  0.02
C 0.16378 4.10086 4.83142  -0.16
C -0.16085 2.61059 4.88728  -0.15
C -0.04518 2.21689 3.41664  -0.08
H 1.23830 4.29038 4.88156  0.13
H -0.33432 4.68997 5.59711  0.12
H 0.49594 2.05770 5.55484  0.12
H -1.18719 2.46843 5.22729  0.12
H 0.97492 1.94641 3.13607  0.13
H -0.71927 1.41802 3.11850  0.12

Cartesian forces (eV/Å) of the 3 atoms listed first:
-0.3 -0.1 0.2
0.1 -0.1 0.3
-0.1 0.1 0.0

Summary:
E   -2604.72621 hartree
Multiplicity   1
Maximum force   0.57 eV Å⁻¹
Relative energy (zero: lowest compared OMol25 entry of this formula, charge and spin)   0.000 eV
Kohn-Sham gap   8.1298 eV
Molar mass   614.344 u
HOMO   -9.453 eV